This record from the Open Molecules 2025 dataset describes C32H37BrLuN6O2S4 as an isolated structure. The level of theory is ωB97M-V with the def2-TZVPD basis set.

Properties
Kohn-Sham gap (spin up / spin down): 4.055 / 5.882 eV
net charge: -2
strongest force on any atom: 0.0147 hartree/bohr
<S²>: 0.77
lowest unoccupied orbital energy (spin up / spin down): 0.1482 / 0.1482 hartree
spin multiplicity: 2

Element x y z (Å)
Lu -0.933 1.442 -0.899
C 3.143 4.951 -3.274
S 3.618 3.922 -1.879
C 2.041 3.215 -1.385
S 0.901 2.725 -2.584
N 1.975 3.065 -0.116
N 0.835 2.415 0.342
C 0.798 2.440 1.669
C -0.306 1.944 2.364
C -0.390 2.014 3.783
C -1.509 1.589 4.427
C -2.584 1.077 3.655
C -2.423 1.017 2.291
N -1.336 1.409 1.616
H 4.057 5.229 -3.798
H 2.624 5.854 -2.952
H 2.498 4.392 -3.949
H 1.638 2.882 2.199
H 0.451 2.425 4.327
H -1.576 1.651 5.508
H -3.505 0.733 4.102
H -3.217 0.614 1.684
C 2.149 -5.678 2.353
C 1.154 -4.646 2.900
C -0.150 -5.377 3.222
C 1.710 -4.060 4.203
C 0.943 -3.523 1.894
C -0.315 -3.046 1.542
C -0.422 -1.974 0.679
Br -2.150 -1.472 0.093
C 0.669 -1.257 0.136
O 0.475 -0.264 -0.658
C 1.955 -1.785 0.467
C 2.034 -2.877 1.320
C 3.229 -1.271 -0.208
C 4.487 -1.663 0.577
C 3.298 -1.915 -1.601
C 3.266 0.247 -0.369
H 2.236 -6.526 3.036
H 3.143 -5.252 2.227
H 1.823 -6.050 1.381
H 0.055 -6.228 3.877
H -0.632 -5.751 2.318
H -0.860 -4.727 3.734
H 1.837 -4.837 4.960
H 1.038 -3.297 4.597
H 2.676 -3.586 4.032
H -1.223 -3.499 1.912
H 3.019 -3.246 1.565
H 4.707 -2.732 0.523
H 4.403 -1.384 1.627
H 5.342 -1.136 0.154
H 3.316 -3.006 -1.524
H 4.194 -1.584 -2.131
H 2.426 -1.625 -2.190
H 3.191 0.753 0.594
H 2.458 0.615 -0.987
H 4.217 0.530 -0.826
O -0.737 0.158 -2.912
N -1.013 0.666 -4.091
C -0.063 0.558 -5.041
C -0.267 1.015 -6.317
C -1.490 1.629 -6.606
C -2.428 1.763 -5.618
C -2.211 1.290 -4.307
S -3.267 1.454 -2.994
H 0.842 0.099 -4.673
H 0.521 0.917 -7.048
H -1.692 2.015 -7.597
H -3.371 2.257 -5.802
C -4.995 0.499 -0.165
C -4.705 1.965 -0.017
C -5.724 2.855 0.318
C -5.353 4.183 0.451
N -4.143 4.642 0.225
C -3.216 3.736 -0.153
S -1.647 4.202 -0.633
N -3.468 2.399 -0.210
H -6.007 0.358 -0.546
H -4.934 -0.013 0.798
H -4.296 0.036 -0.854
H -6.740 2.521 0.477
H -6.095 4.921 0.757

This record from the Open Molecules 2025 dataset describes C32H37Cl2N4O2PbSi2 as an isolated structure. The level of theory is ωB97M-V with the def2-TZVPD basis set.

Properties
Kohn-Sham gap: 5.198 eV
net charge: -1
strongest force on any atom: 0.0124 hartree/bohr
lowest unoccupied orbital energy: 0.0898 hartree

Element x y z (Å)
Pb 1.091 -0.849 0.515
Cl 2.034 6.517 3.446
C 1.197 5.025 3.122
C 1.924 3.832 3.272
C 1.213 2.700 2.982
N 1.268 1.314 2.944
C 2.470 0.578 2.709
O 3.504 1.254 2.748
C 2.442 -0.855 2.641
C 3.681 -1.581 2.824
C 3.629 -2.845 3.297
C 2.363 -3.468 3.573
C 1.236 -2.808 3.196
N 1.229 -1.554 2.685
C -0.125 2.702 2.575
C -0.841 3.859 2.420
C -0.127 5.036 2.711
Cl -0.980 6.543 2.510
N -0.150 1.292 2.510
C -0.668 0.445 1.491
O -1.698 -0.529 1.939
C -2.121 0.643 1.248
C -2.932 1.517 2.137
C -4.157 1.956 1.825
C -4.733 1.662 0.539
C -3.981 0.952 -0.324
N -2.719 0.502 -0.058
H 2.963 3.831 3.556
H 4.614 -1.069 2.636
H 4.547 -3.391 3.483
H 2.305 -4.456 4.006
H 0.258 -3.276 3.257
H -1.862 3.917 2.076
H -2.502 1.699 3.111
H -4.719 2.536 2.548
H -5.720 1.994 0.258
H -4.337 0.716 -1.317
C 3.202 -3.789 -1.730
C 3.643 -2.355 -1.626
C 3.188 -1.409 -2.542
C 3.535 -0.073 -2.417
C 4.327 0.346 -1.356
C 4.780 -0.585 -0.435
C 4.451 -1.926 -0.579
H 2.146 -3.880 -1.461
H 3.771 -4.426 -1.054
H 3.320 -4.169 -2.746
H 2.535 -1.725 -3.350
H 3.163 0.651 -3.132
H 4.565 1.394 -1.231
H 5.364 -0.260 0.416
H 4.786 -2.642 0.163
C -2.866 1.910 -3.358
Si -1.434 1.161 -2.399
C -0.594 2.511 -1.414
C -0.224 0.456 -3.646
C -1.983 -0.159 -1.152
Si -2.675 -1.859 -1.620
C -2.819 -2.899 -0.073
C -1.479 -2.690 -2.809
C -4.353 -1.773 -2.465
H -2.464 2.605 -4.100
H -3.541 2.470 -2.709
H -3.451 1.158 -3.892
H -0.265 3.328 -2.062
H 0.282 2.128 -0.885
H -1.269 2.926 -0.663
H 0.158 1.268 -4.269
H -0.680 -0.284 -4.304
H 0.626 -0.012 -3.147
H -1.026 -0.450 -0.711
H -1.851 -3.335 0.184
H -3.538 -3.711 -0.209
H -3.128 -2.291 0.778
H -0.440 -2.534 -2.508
H -1.594 -2.331 -3.834
H -1.662 -3.767 -2.811
H -5.139 -1.444 -1.785
H -4.620 -2.772 -2.820
H -4.344 -1.105 -3.330

This record from the Open Molecules 2025 dataset describes C32H37Cl3GeKN4O3 as an isolated structure. The level of theory is ωB97M-V with the def2-TZVPD basis set.

Properties
Kohn-Sham gap (spin up / spin down): 5.138 / 3.760 eV
net charge: -2
strongest force on any atom: 0.0116 hartree/bohr
<S²>: 0.82
lowest unoccupied orbital energy (spin up / spin down): 0.1416 / 0.0910 hartree
spin multiplicity: 2

Element x y z (Å)
K -0.579 0.927 0.376
C 1.497 -2.408 -1.842
C 1.679 -0.904 -1.615
C 2.539 -0.565 -0.401
N 2.233 0.763 0.092
C 2.915 1.330 1.008
C 4.139 0.765 1.562
C 5.174 1.401 2.186
C 5.344 2.770 2.466
C 4.405 3.809 2.336
C 3.080 3.720 2.025
C 2.300 2.546 1.658
N 1.049 2.445 1.844
C 0.199 3.361 2.561
C -1.140 2.698 2.925
C -1.061 1.407 3.755
N -0.529 0.253 3.041
C -1.189 -0.838 2.990
C -2.544 -1.063 3.517
C -2.860 -1.992 4.448
C -2.007 -3.009 4.970
C -0.886 -3.492 4.334
C -0.318 -3.156 3.093
C -0.565 -2.013 2.283
N -0.261 -1.868 1.015
C 0.243 -3.067 0.377
C 0.262 -3.005 -1.154
H 1.392 -2.593 -2.916
H 2.395 -2.954 -1.523
H 2.108 -0.420 -2.498
H 0.680 -0.488 -1.498
H 2.309 -1.274 0.404
H 3.599 -0.689 -0.662
H 4.247 -0.303 1.422
H 6.009 0.767 2.469
H 6.318 3.056 2.847
H 4.772 4.804 2.566
H 2.503 4.638 2.026
H 0.703 3.716 3.472
H 0.016 4.239 1.928
H -1.683 3.435 3.527
H -1.775 2.549 2.044
H -0.378 1.592 4.597
H -2.051 1.211 4.179
H -3.302 -0.388 3.128
H -3.876 -1.968 4.835
H -2.331 -3.521 5.871
H -0.405 -4.335 4.828
H 0.441 -3.844 2.739
H 1.260 -3.322 0.731
H -0.382 -3.928 0.669
H 0.148 -4.029 -1.527
H -0.625 -2.454 -1.480
Cl 1.199 5.460 -0.614
Ge -0.494 4.389 -1.863
Cl 0.322 4.983 -4.004
Cl -2.007 6.108 -1.723
C -4.439 0.492 -1.078
C -3.726 1.220 0.076
O -4.123 0.956 1.232
O -2.776 1.981 -0.241
H -5.514 0.454 -0.896
H -4.072 -0.538 -1.101
H -4.225 0.972 -2.033
C 0.295 1.221 -4.813
C -0.565 0.367 -3.920
O -0.906 0.732 -2.822
C -0.981 -1.000 -4.400
C -0.371 -1.631 -5.479
C -0.755 -2.913 -5.847
C -1.762 -3.563 -5.146
C -2.381 -2.932 -4.074
C -1.988 -1.658 -3.699
H 0.263 2.255 -4.473
H -0.017 1.157 -5.855
H 1.330 0.871 -4.746
H 0.417 -1.129 -6.024
H -0.267 -3.406 -6.679
H -2.061 -4.564 -5.432
H -3.162 -3.439 -3.521
H -2.445 -1.151 -2.857

Computed ΔE to the lowest compared entry with this formula, charge and spin (kcal/mol) in order:
1.6 182.6 22.2